Entry 1:
Formula: C18H34N2O2
Source: the OMol25 dataset
Level of theory: the ωB97M-V functional and the def2-TZVPD basis

Geometry as XYZ:
```
56
Properties=species:S:1:pos:R:3
C -4.292 -2.388 1.706
C -5.169 -1.283 1.271
C -5.623 -1.218 -0.211
C -4.643 -1.014 -1.241
H -5.107 -1.317 -2.357
C -4.226 0.369 -1.068
H -4.998 0.941 -0.429
H -4.088 0.896 -2.246
C -2.872 0.610 -0.503
C -2.520 1.987 0.003
C -1.285 2.363 0.758
H -1.343 1.667 1.554
C -0.049 1.490 -0.247
C 1.248 1.779 0.696
O 1.301 1.263 1.670
N 2.225 2.132 0.102
H 2.213 2.325 -0.919
C 3.596 2.159 0.603
H 3.688 1.898 1.463
H 3.919 3.307 0.708
C 4.607 1.434 -0.412
N 4.696 0.157 0.261
C 5.924 -0.462 -0.517
C 6.056 -1.937 0.157
H 6.919 -2.335 -0.788
O 5.044 -2.743 -0.199
C 3.878 -2.338 0.452
C 3.652 -0.579 -0.105
H 2.720 -0.339 0.609
H 3.361 -0.835 -1.069
H 3.014 -2.680 0.217
H 4.024 -2.124 1.410
H 6.399 -1.879 1.073
H 6.813 -0.119 -0.417
H 5.725 -0.706 -1.660
H 5.671 2.121 -0.171
H 4.394 1.513 -1.561
C -0.335 0.247 -0.309
C -1.688 0.161 -1.285
H -1.944 -0.790 -1.515
H -1.565 0.654 -2.046
H 0.336 -0.042 -0.987
H -0.438 -0.452 0.342
H -0.033 2.170 -0.993
H -1.158 3.267 0.948
H -3.206 2.314 0.655
H -2.475 2.563 -0.833
H -2.695 -0.180 0.533
H -3.848 -1.597 -1.216
H -6.308 -2.239 -0.350
H -6.578 -0.550 -0.356
H -4.847 -0.261 1.443
H -6.017 -1.312 1.813
H -3.357 -2.383 1.147
H -4.667 -3.428 1.526
H -4.045 -2.255 2.888
```

Summary:
energy relative to the best compared isomer or geometry (same formula, charge and spin): 434.9 kcal per mole
charge: 0
2S+1: 1
HOMO-LUMO gap: 8.97 eV
E_LUMO: 0.7 eV



Entry 2:
Formula: C18H35Br6FN6O12
Source: the OMol25 dataset
Level of theory: the ωB97M-V functional and the def2-TZVPD basis

Geometry as XYZ:
```
78
Properties=species:S:1:pos:R:3
C 3.790 -3.956 1.830
N 2.707 -4.340 0.819
O 3.067 -4.693 -0.303
O 1.620 -3.965 1.201
H 4.457 -3.343 1.223
H 4.251 -4.861 2.225
H 3.428 -3.404 2.697
C 2.594 -1.600 4.964
N 2.458 -0.694 3.793
O 1.324 -0.234 3.682
O 3.281 -0.664 2.901
H 3.329 -1.122 5.612
H 3.072 -2.520 4.627
H 1.625 -1.974 5.295
C -3.479 2.177 0.340
N -4.205 1.048 -0.220
O -4.181 -0.020 0.351
O -4.937 1.317 -1.146
H -4.210 2.900 0.703
H -2.961 2.602 -0.520
H -2.743 1.843 1.071
C 4.555 -1.148 -0.811
N 3.897 -1.380 -2.081
O 2.677 -1.258 -2.022
O 4.535 -1.801 -3.054
H 5.561 -1.560 -0.884
H 3.955 -1.393 0.065
H 4.703 -0.071 -0.891
C -0.870 -2.697 -3.311
N -1.970 -2.818 -4.318
O -2.596 -1.790 -4.620
O -2.059 -3.962 -4.830
H -0.065 -3.370 -3.604
H -1.135 -2.798 -2.258
H -0.574 -1.660 -3.465
C 1.603 2.088 -5.689
N 2.094 2.015 -4.254
O 2.392 3.040 -3.652
O 2.339 0.925 -3.784
H 0.750 1.413 -5.765
H 2.439 1.785 -6.319
H 1.330 3.096 -6.000
Br 1.334 4.178 3.013
C -0.047 2.767 2.814
C -1.018 2.693 4.038
Br -2.256 1.170 3.905
H 0.417 1.793 2.657
H -0.646 3.077 1.958
H -1.672 3.550 4.195
H -0.426 2.541 4.941
Br -3.713 5.012 -1.991
C -1.950 5.522 -2.871
C -0.744 4.548 -2.577
Br -0.423 4.352 -0.671
H -1.717 6.506 -2.464
H -2.281 5.616 -3.906
H 0.054 5.009 -3.159
H -1.010 3.589 -3.022
Br -3.205 -2.746 5.842
C -4.088 -2.227 4.101
C -2.899 -2.212 3.076
Br -2.459 -3.968 2.364
H -4.711 -1.341 4.232
H -4.807 -3.001 3.832
H -2.008 -1.694 3.431
H -3.324 -1.649 2.246
F -0.530 1.243 -2.670
C -0.474 0.401 -1.569
C -1.524 -0.424 -1.224
C -1.436 -1.236 -0.150
C -0.251 -1.227 0.599
C 0.852 -0.421 0.259
C 0.696 0.461 -0.801
H -2.490 -0.283 -1.685
H -2.223 -1.862 0.244
H -0.085 -1.847 1.467
H 1.712 -0.208 0.876
H 1.504 1.166 -0.932
```

Summary:
charge: +1
2S+1: 2
HOMO-LUMO gap (alpha / beta): 8.56 / 4.29 eV
E_LUMO (alpha / beta): -3.7 / -7.9 eV